Record 1
{"formula": "C4H8OS", "method": "wB97M-V/def2-TZVPD", "elements": ["C", "S", "O", "C", "C", "C", "H", "H", "H", "H", "H", "H", "H", "H"], "xyz": [[0.58, 0.95, 1.64], [1.48, 1.01, 0.17], [1.97, 2.40, -0.10], [-0.07, 0.82, -0.79], [-0.76, -0.46, -1.03], [-0.26, -1.62, -0.29], [0.18, 1.73, 2.14], [0.40, 0.00, 1.98], [-0.78, 1.63, -0.66], [-1.77, -0.33, -0.71], [-0.79, -0.54, -2.09], [-0.97, -2.36, -0.26], [0.10, -1.27, 0.76], [0.68, -1.95, -0.76]], "smiles": "C=S(=O)=CCC", "total_charge": 0, "molar_mass_da": 104.17, "homo_lumo_gap_ev": [8.16, 7.90], "homo_energy_ev": [-8.56, -8.62], "e_above_lowest_ev": 5.0959, "energy_ev": -17155.354}

=====

Record 2
{"formula": "C4H8OS", "method": "wB97M-V/def2-TZVPD", "elements": ["C", "C", "C", "C", "O", "S", "H", "H", "H", "H", "H", "H", "H", "H"], "xyz": [[0.00, 1.03, -0.23], [-1.36, 1.33, 0.22], [0.00, -1.83, 0.28], [0.96, -0.71, 0.28], [2.13, 1.62, -1.60], [0.77, 2.09, -1.25], [-1.53, 1.06, 1.22], [-2.25, 0.89, -0.25], [-1.37, 2.38, 0.25], [-0.50, -2.17, 1.16], [0.63, -2.67, 0.09], [-0.54, -1.85, -0.64], [1.64, -0.58, 1.11], [1.43, -0.59, -0.62]], "total_charge": 0, "molar_mass_da": 104.17, "homo_lumo_gap_ev": 9.09, "homo_energy_ev": -8.78, "e_above_lowest_ev": 3.7008, "energy_ev": -17156.749}

=====

Record 3
{"formula": "C4H8OS", "method": "wB97M-V/def2-TZVPD", "elements": ["O", "C", "C", "C", "C", "S", "H", "H", "H", "H", "H", "H", "H", "H"], "xyz": [[3.21, -0.53, 0.19], [2.14, -0.41, 0.69], [1.06, 0.61, 0.27], [-0.26, -0.18, 0.18], [-1.44, 0.56, -0.46], [-2.88, -0.57, -0.49], [1.77, -1.17, 1.41], [1.01, 1.36, 1.06], [1.31, 0.95, -0.73], [-0.68, -0.54, 1.12], [0.05, -1.16, -0.23], [-1.52, 1.49, 0.09], [-1.26, 0.83, -1.51], [-2.50, -1.24, -1.58]], "total_charge": 1, "molar_mass_da": 104.17, "homo_lumo_gap_ev": [9.17, 3.83], "multiplicity": 2, "homo_energy_ev": [-13.54, -13.38], "e_above_lowest_ev": 0.0000, "energy_ev": -17150.097}

=====

Record 4
{"formula": "C4H8P", "method": "wB97M-V/def2-TZVPD", "elements": ["C", "C", "C", "C", "P", "H", "H", "H", "H", "H", "H", "H", "H"], "xyz": [[2.92, -0.12, 0.06], [2.18, 0.82, 0.44], [-0.38, -1.44, 0.46], [-1.32, 1.26, -0.13], [-0.27, 0.28, 1.01], [3.53, -0.82, -0.44], [1.82, 1.82, 0.52], [0.22, -2.01, 1.31], [-0.07, -1.81, -0.57], [-1.50, -1.46, 0.63], [-2.33, 1.01, -0.15], [-1.17, 1.17, -1.24], [-1.45, 2.32, 0.25]], "total_charge": 1, "molar_mass_da": 87.08, "homo_lumo_gap_ev": 8.12, "homo_energy_ev": -14.85, "e_above_lowest_ev": 2.3831, "energy_ev": -13554.778}

=====

Record 5
{"formula": "C4H8S", "method": "wB97M-V/def2-TZVPD", "elements": ["C", "C", "C", "C", "H", "H", "H", "H", "H", "H", "H", "H", "S"], "xyz": [[-0.02, 1.70, -0.82], [0.15, 0.53, 0.14], [-0.76, -0.77, 0.11], [0.39, -1.65, 0.71], [-0.12, 1.34, -1.89], [-0.96, 2.27, -0.64], [0.86, 2.36, -0.73], [0.31, 0.98, 1.18], [-1.59, -0.87, 0.83], [-0.82, -1.11, -0.95], [0.39, -2.74, 0.55], [0.59, -1.48, 1.78], [1.57, -0.57, -0.26]], "total_charge": 0, "molar_mass_da": 88.18, "homo_lumo_gap_ev": 9.49, "homo_energy_ev": -8.47, "e_above_lowest_ev": 0.4911, "energy_ev": -15111.894}

=====

Record 6
{"formula": "C4H8S", "method": "wB97M-V/def2-TZVPD", "elements": ["C", "C", "C", "C", "H", "H", "H", "H", "H", "H", "H", "H", "S"], "xyz": [[-1.17, -0.83, 0.23], [-0.05, 0.19, 0.15], [0.30, 1.67, -0.23], [0.85, 0.38, -0.99], [-1.72, -0.28, 0.89], [-0.63, -1.89, 0.79], [-1.68, -1.32, -0.93], [0.92, -1.72, 1.49], [-0.63, 2.06, -0.43], [0.77, 2.41, 0.30], [1.84, -0.45, -0.90], [0.50, 0.03, -1.97], [0.69, -0.25, 1.61]], "total_charge": 0, "molar_mass_da": 88.18, "homo_lumo_gap_ev": 9.18, "homo_energy_ev": -8.47, "e_above_lowest_ev": 5.6035, "energy_ev": -15106.782}

=====

Record 7
{"formula": "C4H8S", "method": "wB97M-V/def2-TZVPD", "elements": ["C", "C", "C", "C", "S", "H", "H", "H", "H", "H", "H", "H", "H"], "xyz": [[-1.33, -0.36, -0.12], [1.38, -0.17, -0.44], [-2.70, 0.25, 0.00], [2.72, 0.24, -0.06], [-0.03, 0.56, 0.17], [-1.34, -1.46, -0.44], [1.33, -1.25, -0.76], [-3.30, -0.54, 0.46], [-3.32, 0.72, -0.76], [-2.56, 0.98, 0.88], [2.97, 1.10, -0.60], [3.26, -0.65, -0.40], [2.83, 0.35, 0.98]], "total_charge": 0, "molar_mass_da": 88.17, "homo_lumo_gap_ev": [7.54, 7.71], "homo_energy_ev": [-7.02, -7.17], "e_above_lowest_ev": 2.8286, "energy_ev": -15109.557}

=====

Record 8
{"formula": "C4H8S3", "method": "wB97M-V/def2-TZVPD", "elements": ["C", "C", "S", "C", "S", "C", "S", "H", "H", "H", "H", "H", "H", "H", "H"], "xyz": [[-1.82, -0.45, -0.64], [-0.58, -0.05, 0.11], [-0.84, 0.20, 1.92], [0.69, -0.73, -0.30], [2.24, -1.14, 0.62], [0.40, 0.76, -0.70], [1.28, 2.04, 0.31], [-2.21, -1.32, -0.20], [-1.60, -0.70, -1.71], [-2.55, 0.32, -0.68], [0.14, 1.24, 2.02], [0.59, -1.34, -1.13], [1.66, -1.29, 1.81], [0.07, 1.08, -1.71], [2.52, 1.36, 0.29]], "smiles": "C[C@@]1(S)[C@H](S)[C@@H]1S", "total_charge": 0, "molar_mass_da": 152.31, "homo_lumo_gap_ev": 9.50, "homo_energy_ev": -8.96, "e_above_lowest_ev": 1.3960, "energy_ev": -36781.854}

=====

Record 9
{"formula": "C4H8S3Se", "method": "wB97M-V/def2-TZVPD", "elements": ["C", "C", "C", "C", "S", "S", "S", "Se", "H", "H", "H", "H", "H", "H", "H", "H"], "xyz": [[0.10, 0.86, -1.54], [2.08, -0.37, 0.33], [-1.13, 0.76, -0.62], [0.19, -0.04, 1.83], [-0.93, 1.10, 1.20], [-1.95, -0.94, -0.78], [-0.15, -1.66, 2.40], [1.45, -0.54, -1.36], [-0.39, 0.76, -2.62], [0.66, 1.82, -1.51], [2.51, 0.51, 0.63], [2.59, -1.33, 0.43], [-1.88, 1.47, -0.90], [0.94, 0.30, 2.56], [-3.02, -0.61, -1.52], [-1.08, -2.10, 1.47]], "total_charge": 0, "molar_mass_da": 231.27, "homo_lumo_gap_ev": [7.13, 7.17], "homo_energy_ev": [-7.32, -7.24], "e_above_lowest_ev": 0.0000, "energy_ev": -102125.626}

=====

Record 10
{"formula": "C4H8S5", "method": "wB97M-V/def2-TZVPD", "elements": ["C", "C", "C", "C", "S", "S", "S", "S", "S", "H", "H", "H", "H", "H", "H", "H", "H"], "xyz": [[-1.02, 0.40, -0.07], [0.24, -0.47, 0.00], [-2.39, -0.10, -0.07], [1.57, 0.10, 0.01], [-0.92, 2.20, -0.29], [-0.10, -2.21, -0.02], [1.70, 1.65, 1.04], [2.85, -1.24, 0.66], [2.00, 0.56, -1.74], [-2.88, -0.02, 0.81], [-2.34, -1.07, -0.39], [-3.08, 0.37, -0.91], [-2.17, 2.23, 0.34], [0.72, -2.37, -0.98], [0.66, 1.29, 1.77], [1.87, -1.46, 1.43], [3.27, 0.15, -1.59]], "total_charge": 0, "molar_mass_da": 216.44, "homo_lumo_gap_ev": [6.43, 6.29], "multiplicity": 3, "homo_energy_ev": [-6.08, -8.27], "energy_ev": -58448.227}

=====

Record 11
{"formula": "C4H9AlMgO4", "method": "wB97M-V/def2-TZVPD", "elements": ["O", "Al", "O", "C", "O", "C", "C", "O", "C", "Mg", "H", "H", "H", "H", "H", "H", "H", "H", "H"], "xyz": [[-0.06, -1.15, 2.33], [-1.32, -0.15, 3.01], [-1.77, 0.47, 1.49], [-2.04, 0.89, 0.24], [-0.81, 0.90, -0.52], [-0.34, -0.34, -1.08], [1.14, -0.12, -1.28], [1.73, 0.12, 0.00], [3.13, 0.39, 0.00], [0.31, 0.49, 1.42], [-2.46, 1.91, 0.28], [-2.70, 0.18, -0.29], [-0.82, -0.53, -2.05], [-0.63, -1.39, -0.37], [1.32, 0.78, -1.89], [1.61, -1.01, -1.72], [3.47, 0.36, 1.04], [3.65, -0.38, -0.58], [3.29, 1.39, -0.42]], "total_charge": 1, "molar_mass_da": 172.40, "homo_lumo_gap_ev": [7.52, 7.98], "multiplicity": 2, "homo_energy_ev": [-11.93, -13.43], "e_above_lowest_ev": 0.0000, "energy_ev": -24519.810}

=====

Record 12
{"formula": "C4H9BKO6S", "method": "wB97M-V/def2-TZVPD", "elements": ["O", "S", "O", "O", "C", "C", "C", "C", "O", "B", "O", "O", "H", "H", "H", "H", "H", "H", "H", "H", "H", "K"], "xyz": [[0.70, 2.24, -0.41], [-0.24, 1.28, 0.26], [-0.70, 1.94, 1.52], [-1.58, 1.18, -0.76], [-2.43, 0.12, -0.25], [-1.68, -1.22, -0.50], [-0.68, -1.43, 0.69], [0.49, -0.37, 0.59], [1.32, -0.80, -0.44], [2.65, -0.30, -0.31], [3.18, 0.40, -1.41], [3.41, -0.46, 0.83], [-2.50, 0.28, 0.84], [-3.42, 0.11, -0.72], [-2.41, -2.03, -0.58], [-1.05, -1.14, -1.39], [-1.17, -1.41, 1.67], [-0.19, -2.39, 0.51], [1.04, -0.35, 1.54], [2.87, 1.30, -1.34], [4.31, -0.35, 0.53], [-1.92, 3.39, -0.88]], "total_charge": 1, "molar_mass_da": 235.09, "homo_lumo_gap_ev": 10.70, "homo_energy_ev": -14.19, "e_above_lowest_ev": 1.5734, "energy_ev": -44412.319}